## A
Computed, not measured: one molecule with the formula C4H7NS3, with the ωB97M-V functional and the def2-TZVPD basis.

Summary:
spin multiplicity = 1
gap between HOMO and LUMO (alpha / beta) = 7.06 / 8.07 eV
HOMO energy (alpha / beta) = -8.74 / -8.96 eV

Cartesian coordinates (Å):
1 C -1.03839 -0.32528 -0.13496
2 C 0.46995 -0.25139 0.10766
3 C 1.22820 -0.59653 -1.23920
4 C -1.78393 0.61087 0.72079
5 N -1.51038 -0.77606 -1.14930
6 S 0.64518 -2.09808 -2.01133
7 S 0.92738 0.82183 -2.35478
8 S 3.00159 -0.93511 -0.63139
9 H 0.67875 0.86213 0.38624
10 H 0.82345 -0.86608 0.89243
11 H -2.64446 0.14969 1.28126
12 H -2.24042 1.33152 0.03414
13 H -1.10131 1.22531 1.46611
14 H -0.28262 0.17632 -2.80559
15 H 3.53691 -0.27916 -1.66326

Mulliken atomic charge list, values in e, 8 entries: number 1, C, carries 1.211; number 2, C, carries -1.165; number 3, C, carries -0.043; number 4, C, carries -1.054; number 5, N, carries -0.702; number 6, S, carries 0.002; number 7, S, carries -0.160; number 8, S, carries -0.169

## B
Computed, not measured: C4H7NS3 as an isolated structure, with the ωB97M-V functional and the def2-TZVPD basis.

Summary:
spin multiplicity = 1
gap between HOMO and LUMO = 8.81 eV
HOMO energy = -8.34 eV

Cartesian coordinates (Å):
1 C 0.42349 1.82195 0.13600
2 C -0.99480 -0.75136 0.45052
3 C -0.92908 -1.25869 -1.05510
4 C 0.19726 -1.61145 0.92545
5 H 1.17731 3.71839 0.15778
6 H -0.28173 3.47319 1.05832
7 H -1.87036 -1.13845 0.97426
8 H -1.89875 -1.44989 -1.54441
9 H -0.30695 -0.63779 -1.72556
10 H 0.14909 -2.21409 1.83341
11 H 1.19277 -1.19253 0.82070
12 N 0.40434 3.11902 0.41959
13 S 1.56456 1.00338 -0.69891
14 S -1.09260 1.03309 0.77144
15 S -0.04528 -2.76114 -0.52583

Mulliken atomic charge list, values in e, 8 entries: number 1, C, carries 0.500; number 2, C, carries -0.239; number 3, C, carries -0.496; number 4, C, carries -0.488; number 5, H, carries 0.230; number 6, H, carries 0.193; number 7, H, carries 0.326; number 8, H, carries 0.327

## C
Computed, not measured: one molecule with the formula C4H7NS3, with the ωB97M-V functional and the def2-TZVPD basis.

Summary:
SMILES string = CC(=S)S/C(C)=N\S
spin multiplicity = 1
gap between HOMO and LUMO = 8.47 eV
HOMO energy = -8.75 eV

Cartesian coordinates (Å):
1 C 1.45458 -0.83478 1.08790
2 C 1.87943 -0.40069 -0.25250
3 S 3.42279 -0.51675 -0.84391
4 S 0.68691 0.21566 -1.36711
5 C -0.90109 0.50046 -0.53856
6 C -1.20323 1.93683 -0.23073
7 N -1.69766 -0.41629 -0.26301
8 S -1.32633 -1.98252 -0.83844
9 H 0.45323 -1.32427 1.08062
10 H 1.39347 0.07254 1.76233
11 H 2.16222 -1.58409 1.52388
12 H -1.11543 2.53643 -1.17597
13 H -0.46729 2.23888 0.50153
14 H -2.22209 2.04773 0.17252
15 H -2.51951 -2.48916 -0.61853

Mulliken atomic charge list, values in e, 8 entries: number 1, C, carries -0.827; number 2, C, carries 0.301; number 3, S, carries -0.227; number 4, S, carries -0.091; number 5, C, carries 0.503; number 6, C, carries -0.938; number 7, N, carries -0.439; number 8, S, carries -0.100

Stability, lowest: A

## A
Computed, not measured: one molecule with the formula C2H2O4S, with the ωB97M-V functional and the def2-TZVPD basis.

Summary:
spin multiplicity = 1
gap between HOMO and LUMO (alpha / beta) = 6.55 / 8.93 eV
HOMO energy (alpha / beta) = -9.05 / -10.84 eV

Cartesian coordinates (Å):
1 C 1.18602 0.21141 0.04018
2 C 0.00137 -0.53690 -0.06318
3 O -2.46332 0.71422 0.06212
4 O -2.30779 -1.74830 -0.24046
5 O 1.76395 1.35914 -0.05525
6 O 1.32255 2.59405 -0.01812
7 S -1.72747 -0.50690 0.17784
8 H 2.02869 -0.48957 0.05230
9 H 0.19602 -1.59715 0.04456

Mulliken atomic charge list, values in e, 8 entries: number 1, C, carries 0.193; number 2, C, carries -0.301; number 3, O, carries -0.466; number 4, O, carries -0.465; number 5, O, carries -0.005; number 6, O, carries -0.314; number 7, S, carries 0.867; number 8, H, carries 0.233

## B
Computed, not measured: a 2-piece molecular cluster, C2H2O4S overall, with the ωB97M-V functional and the def2-TZVPD basis.

Summary:
spin multiplicity = 1
gap between HOMO and LUMO = 9.11 eV
HOMO energy = -10.12 eV

Cartesian coordinates (Å):
1 C -0.83883 0.58478 0.05238
2 C -0.07686 0.28478 -1.12655
3 O -1.03398 -0.00210 1.08322
4 O 1.04782 -0.90824 0.00230
5 O 0.57914 1.08326 -1.80360
6 O 1.49949 -0.41622 2.40863
7 S 0.90251 -1.22486 1.43479
8 H -1.57685 1.24592 -0.44103
9 H -0.50244 -0.64732 -1.61014

Mulliken atomic charge list, values in e, 8 entries: number 1, C, carries 0.188; number 2, C, carries 0.298; number 3, O, carries -0.469; number 4, O, carries -0.442; number 5, O, carries -0.512; number 6, O, carries -0.357; number 7, S, carries 0.737; number 8, H, carries 0.316

Stability, lowest: A

## A
Computed, not measured: a 2-piece molecular cluster, C3H9NO3 overall, with the ωB97M-V functional and the def2-TZVPD basis.

Summary:
SMILES string = COCC(N)=O.O
spin multiplicity = 1
gap between HOMO and LUMO = 10.35 eV
HOMO energy = -9.74 eV

Cartesian coordinates (Å):
1 C 0.00000 0.00000 0.00000
2 O -0.61510 0.66705 1.09686
3 C -0.43744 2.09711 1.09432
4 C -1.31605 2.67961 2.19918
5 N -1.16259 2.23750 3.43433
6 O -2.11561 3.54488 1.89425
7 H 1.03045 0.39203 -0.03318
8 H -0.51264 0.27840 -0.93611
9 H 0.04406 -1.10031 0.06316
10 H 0.62074 2.36180 1.28308
11 H -0.73018 2.54944 0.12729
12 H -0.35539 1.65053 3.65892
13 H -1.90208 2.37715 4.12729
14 O -1.48356 -2.27167 3.99043
15 H -1.23546 -2.75969 3.17279
16 H -2.15800 -1.61902 3.69474

Mulliken atomic charge list, values in e, 8 entries: number 1, C, carries -0.664; number 2, O, carries -0.264; number 3, C, carries -0.497; number 4, C, carries 0.503; number 5, N, carries -0.378; number 6, O, carries -0.608; number 7, H, carries 0.288; number 8, H, carries 0.273

## B
Computed, not measured: a 2-piece molecular cluster, C3H9NO3 overall, with the ωB97M-V functional and the def2-TZVPD basis.

Summary:
SMILES string = NCCC(=O)O.O
spin multiplicity = 1
gap between HOMO and LUMO = 10.29 eV
HOMO energy = -9.64 eV

Cartesian coordinates (Å):
1 N -0.51109 -1.48221 -0.18279
2 C 0.81880 -1.15013 0.37903
3 C 1.87980 -0.67713 -0.60965
4 C 2.94938 0.23792 -0.12546
5 O 4.11792 0.01708 -0.29341
6 O 2.52752 1.37707 0.46091
7 H -0.46460 -2.43767 -0.51870
8 H -0.71039 -0.80697 -0.89009
9 H 0.61325 -0.38797 1.13775
10 H 1.19059 -1.98696 0.95262
11 H 1.48431 -0.18037 -1.51846
12 H 2.34146 -1.50341 -1.13774
13 H 3.22727 2.02480 0.52227
14 O -6.82026 2.46374 0.74871
15 H -5.94124 2.76404 0.95686
16 H -6.70272 1.72818 0.11816

Mulliken atomic charge list, values in e, 8 entries: number 1, N, carries -0.612; number 2, C, carries -0.556; number 3, C, carries -0.442; number 4, C, carries 0.470; number 5, O, carries -0.548; number 6, O, carries -0.447; number 7, H, carries 0.250; number 8, H, carries 0.259

## C
Computed, not measured: a 2-piece molecular cluster, C3H9NO3 overall, with the ωB97M-V functional and the def2-TZVPD basis.

Summary:
SMILES string = CC(=O)NCO.O
spin multiplicity = 1
gap between HOMO and LUMO = 10.24 eV
HOMO energy = -9.93 eV

Cartesian coordinates (Å):
1 C 1.20267 -0.98443 0.63149
2 C 1.38009 0.06395 -0.43670
3 O 2.32949 0.81274 -0.49132
4 N 0.41239 0.14732 -1.41476
5 C -0.88835 -0.41131 -1.20685
6 O -1.95593 0.01926 -2.05730
7 H 0.43245 -0.77146 1.37660
8 H 2.13596 -1.02418 1.19715
9 H 1.03158 -1.97430 0.20198
10 H 0.76165 0.37741 -2.32947
11 H -1.24509 -0.14969 -0.21497
12 H -0.94005 -1.48524 -1.40880
13 H -2.04893 0.98145 -2.04316
14 O -0.82899 1.32153 3.13278
15 H -0.17360 1.71241 2.52351
16 H -1.60534 1.36455 2.53981

Mulliken atomic charge list, values in e, 8 entries: number 1, C, carries -1.019; number 2, C, carries 0.589; number 3, O, carries -0.605; number 4, N, carries -0.117; number 5, C, carries -0.284; number 6, O, carries -0.535; number 7, H, carries 0.304; number 8, H, carries 0.279

Stability, lowest: A